Entry 1:
Entry from the OMol25 dataset: the molecule C4H8O2 (wB97M-V/def2-TZVPD).

Geometry as XYZ:
```
14
C4H8O2 wB97M-V/def2-TZVPD
H 0.07 -2.13 1.34
C 0.70 0.31 -0.68
H 1.38 2.23 -1.38
C -1.73 -1.03 0.85
C -0.30 -1.46 0.56
O 0.49 -0.29 0.59
H -1.86 -0.58 1.86
H 0.08 2.32 -0.17
H 1.55 -0.18 -1.18
H -0.18 0.19 -1.33
O -2.64 -1.09 0.06
H 1.73 1.90 0.34
H -0.27 -1.98 -0.41
C 0.99 1.79 -0.46
```

The calculation puts the HOMO energy at -9.6 eV. The energy above the lowest of the compared OMol25 structures with the same formula, charge and spin is 1.683 eV. The total charge is 0. The total energy comes out at -8371.5984 eV. The LUMO energy comes out at 1.02 eV. The value obtained for the orbital gap is 10.63 eV.

Entry 2:
Entry from the OMol25 dataset: a structure of composition C15H23CoN3O7P (wB97M-V/def2-TZVPD).

Geometry as XYZ:
```
50
C15H23CoN3O7P wB97M-V/def2-TZVPD
H 1.12 -3.03 -2.11
O -2.76 3.68 -1.39
H -1.80 0.66 3.25
C -2.05 1.48 -0.74
P 0.15 1.39 1.97
H -0.71 -3.05 -0.45
H -0.16 -3.44 2.39
N -1.66 2.73 3.56
C -4.39 1.96 -0.74
H 1.89 4.12 3.24
H -0.23 -1.73 2.88
H 0.68 -3.95 0.22
H -1.48 -2.38 1.79
C -2.68 0.39 -0.14
H -2.27 1.63 1.87
C -3.00 2.54 -1.08
H 0.82 0.50 -2.73
O -0.74 1.57 -0.81
H -0.88 1.74 5.22
O -5.44 2.50 -0.88
H 2.41 -0.27 -2.39
C -0.74 2.68 4.69
O 0.73 -1.10 -1.48
H 1.24 -1.07 -3.48
O -4.98 -0.19 0.30
O -1.99 -0.56 0.42
H -0.98 3.50 5.37
O 0.40 -2.04 0.97
H -0.36 3.25 0.47
H 2.25 -2.38 -0.90
H 1.03 0.74 4.15
C 0.30 3.13 1.33
C 1.35 -0.45 -2.60
H 0.61 4.87 4.24
H 1.32 3.34 1.00
C 1.20 -2.42 -1.21
C 0.33 -2.97 -0.11
Co -0.11 -0.08 0.08
H -2.14 3.99 1.96
C -1.51 3.95 2.85
C -0.43 -2.43 2.07
H 2.18 1.75 3.29
H -1.72 4.81 3.50
N 0.66 2.80 4.29
C 0.86 4.03 3.60
C 1.12 1.63 3.52
C -1.55 1.56 2.69
C -4.14 0.54 -0.16
N -0.06 4.14 2.38
H 0.04 5.07 1.98
```

The multiplicity is 4. The calculation puts the HOMO energy (alpha / beta) at -10.3 / -10.4 eV. The energy above the lowest of the compared OMol25 structures with the same formula, charge and spin is 0.000 eV. The total charge is +1. The total energy comes out at -81638.6268 eV. The LUMO energy (alpha / beta) comes out at -2.91 / -3.25 eV. The value obtained for the orbital gap (alpha / beta) is 7.43 / 7.14 eV.

Entry 3:
Entry from the OMol25 dataset: a structure of composition C14H13ClIrNO3S (wB97M-V/def2-TZVPD).

Geometry as XYZ:
```
34
C14H13ClIrNO3S wB97M-V/def2-TZVPD
H 1.30 -3.02 -1.43
H -3.01 2.52 -0.97
H 0.70 2.55 -4.00
C -0.11 -2.11 -0.09
H -2.97 -2.29 3.12
C 0.98 -4.26 0.28
O -2.19 -0.34 0.98
H 2.91 3.75 -3.97
C 3.12 3.50 -1.82
H -1.00 -3.54 2.91
C -1.74 -1.31 1.65
Ir -1.25 0.70 -0.47
H 3.00 3.03 0.27
C -2.29 2.42 -0.15
C 1.31 2.28 -0.79
C -0.51 -3.42 1.95
C 0.79 -3.15 -0.49
H -1.67 3.32 -0.13
C 1.28 2.71 -3.11
C -0.79 -2.27 1.16
N 0.72 2.21 -1.99
H 4.06 4.02 -1.74
C 0.33 -4.40 1.52
C -2.30 -1.43 3.04
C 2.54 2.96 -0.70
O -0.48 1.64 -2.10
H 0.50 -5.28 2.13
H 1.65 -5.04 -0.07
O -0.25 -1.11 -0.87
C 2.48 3.36 -3.06
Cl -3.28 2.49 1.37
H -2.86 -0.52 3.25
H -1.50 -1.54 3.76
S 0.54 1.56 0.57
```

The calculation puts the HOMO energy at -7.7 eV. The energy above the lowest of the compared OMol25 structures with the same formula, charge and spin is 0.283 eV. The total charge is 0. The total energy comes out at -48556.7563 eV. The LUMO energy comes out at -0.39 eV. The value obtained for the orbital gap is 7.28 eV.

Entry 4:
Entry from the OMol25 dataset: a structure of composition C10H10AgF5N2O12S3 in a non-equilibrium geometry (wB97M-V/def2-TZVPD).

Geometry as XYZ:
```
43
C10H10AgF5N2O12S3 wB97M-V/def2-TZVPD
O 0.46 4.48 3.93
O 0.29 5.72 1.15
H 1.94 -0.72 -1.16
F 0.40 2.21 3.62
C -1.15 -3.80 -2.99
H 2.52 -3.80 -0.64
F 2.33 0.35 3.65
H 2.04 -3.18 -2.19
N -0.77 0.39 -2.34
O 2.56 -1.40 0.69
S 0.66 3.59 2.87
C -0.24 -1.65 -3.65
C 1.87 -1.62 -0.55
O 1.95 3.29 2.31
C -1.65 -1.84 -1.72
C 2.22 -0.34 1.51
C 3.12 -0.13 2.74
F 3.63 -1.31 3.19
N -0.73 3.50 1.88
H -2.19 -1.39 -0.90
O -1.27 0.81 -1.33
O -5.17 0.61 2.70
S -4.10 1.51 2.32
H 0.20 -3.52 -4.63
H 0.44 -1.06 -4.25
O -3.55 0.89 1.19
S -0.29 4.42 0.82
C 2.50 -2.89 -1.25
H -2.64 -3.65 -1.39
O 1.31 0.48 1.30
H 0.83 -1.70 -0.22
Ag -1.42 1.31 1.57
O 0.11 3.78 -0.46
F -1.76 5.01 0.57
H 3.52 -2.60 -1.52
C -1.93 -3.14 -2.04
H -1.21 -4.87 -3.14
F 4.15 0.65 2.52
O -0.18 1.11 -3.10
O -4.63 2.84 2.06
C -0.81 -1.04 -2.54
C -0.35 -3.06 -3.82
O -3.02 1.74 3.25
```

The calculation puts the HOMO energy at -0.8 eV. The total charge is -2. The total energy comes out at -88170.2654 eV. The LUMO energy comes out at 3.25 eV. The value obtained for the orbital gap is 4.01 eV.